Molecular formula: C7H19N3O3Rb
Method: DFT, ωB97M-V/def2-TZVPD

Structure (XYZ):
```
33
Properties=species:S:1:pos:R:3:forces:R:3
Rb -12.3306 -0.0792 9.2041 -7.7 1.8 12.8
O -10.7881 -1.9653 9.3697 -2.6 -0.1 0.1
O -11.1337 0.2555 7.7999 7.5 2.0 -9.8
O -13.6925 0.3713 5.1036 0.1 -0.7 -0.4
N -13.5934 -1.6714 8.0912 -2.9 -2.2 -2.8
N -9.6398 1.5132 6.8585 3.2 4.8 0.7
N -10.3304 -0.1147 5.6793 -0.2 -2.1 -2.1
C -11.8324 -3.0262 9.1814 0.3 1.2 0.7
C -12.7772 -2.8259 7.9779 2.2 -1.3 0.1
C -13.1445 -0.7263 5.7958 -0.8 0.3 1.4
C -14.2103 -1.3549 6.7759 0.6 1.4 -0.3
C -10.4465 0.5418 6.8042 -0.3 -1.8 0.9
C -9.5705 -2.2954 8.8226 0.5 -3.3 -0.4
C -14.3025 0.1137 3.8322 0.1 0.5 0.4
H -13.6656 0.5659 3.0719 0.0 -0.3 -0.2
H -14.3361 -1.8810 8.7428 -0.4 0.0 0.2
H -12.1641 -2.7401 7.0807 0.1 0.0 -0.1
H -14.4561 -0.9511 3.6572 0.0 0.0 -0.1
H -9.1058 1.7971 6.0496 -0.1 0.3 0.4
H -14.7776 -2.1417 6.2787 0.0 -0.4 0.2
H -14.8868 -0.5180 6.9495 -0.2 -0.1 0.0
H -12.3616 -0.2627 6.3960 -0.9 -0.5 0.1
H -12.6441 -1.5016 5.2157 -0.4 -0.1 -0.8
H -9.6428 2.0851 7.6910 0.2 0.0 -0.3
H -12.4699 -2.9515 10.0623 0.1 0.2 0.3
H -8.7504 -1.6025 8.6346 -0.7 0.8 0.8
H -13.3128 -3.7697 7.8758 -0.3 -0.2 -0.1
H -10.8672 -0.9537 5.5119 0.5 0.3 -0.1
H -11.4204 -4.0318 9.2659 0.4 0.1 -0.5
H -9.3362 -3.0941 9.5264 1.8 -0.2 -0.4
H -15.2533 0.6466 3.8253 -0.1 -0.2 -0.1
H -9.4843 0.0804 5.1634 -0.5 -0.5 -0.3
H -9.7439 -2.8015 7.8729 0.2 0.0 -0.4
```
Positions in Å, forces in eV/Å.

The orbital gap comes out at 9.9 eV. For the energy, the calculation gives -691.788828 a.u. The energy relative to the best compared isomer or geometry (same formula, charge and spin) is 660.6 kJ/mol. The charge is +1. For the molar mass, the calculation gives 278.7 Da. As for the spin multiplicity: 1.

---

Molecular formula: C22H26N4Pt
Method: DFT, ωB97M-V/def2-TZVPD

Structure (XYZ):
```
53
Properties=species:S:1:pos:R:3:forces:R:3
Pt 0.2214 -0.6087 -0.3586 0.1 0.4 1.3
N 0.0382 -1.4244 1.5838 -0.1 -0.2 -2.2
N -1.7713 -1.1339 -0.4284 -0.3 1.0 -0.3
N 2.2074 -0.6076 -0.2514 -0.2 -0.1 0.7
N 0.7465 1.3407 -1.1248 -0.2 -0.6 -0.9
C 3.9215 3.2029 -1.5740 -0.1 0.0 0.1
C -2.6439 -1.0517 -1.6103 0.1 -0.2 0.1
C 4.9142 2.9194 -0.6436 0.0 0.1 0.0
C -2.2696 -1.4397 0.7280 -0.1 0.0 -0.2
C -2.9845 -0.6477 3.6379 0.0 0.0 0.1
C -1.7048 -0.7252 3.0270 0.1 -0.4 0.0
C 0.7264 -2.7182 1.5121 0.1 0.2 1.0
C -0.1396 2.2923 -1.7888 0.1 -0.1 0.2
C 2.7990 -1.8506 0.2430 0.1 0.1 -0.1
C -4.3978 -1.8710 2.0142 -0.2 0.1 0.0
C -1.6045 2.0566 -1.4183 0.0 0.0 0.0
C -2.1159 -0.1187 -2.6897 0.1 0.0 -0.1
C 2.0329 1.5840 -1.0446 0.1 0.1 0.2
C -3.6221 -1.9228 0.9077 0.1 -0.1 0.0
C 3.9955 0.8456 0.4301 0.1 0.1 0.0
C -2.4328 1.3604 -2.4921 -0.1 0.0 0.1
C 2.6594 2.6606 -1.7223 0.1 -0.1 0.1
C -4.1554 -1.2123 3.2494 0.0 0.0 0.0
C -1.3194 -1.2874 1.8341 0.0 -0.2 0.7
C 2.2226 -2.3898 1.5497 0.0 0.0 0.0
C 2.8058 0.5631 -0.2661 0.1 0.1 -0.4
C 4.8861 1.8978 0.2902 0.0 -0.1 0.0
H -3.6429 -0.7307 -1.3023 0.0 0.0 0.0
H -4.9827 -1.1654 3.9465 0.0 0.0 -0.1
H 2.7777 -3.2932 1.8182 0.1 0.0 -0.1
H -2.7381 -2.0522 -2.0446 0.0 -0.1 0.1
H -2.0766 3.0132 -1.1842 0.0 0.0 0.0
H -3.4926 1.4719 -2.2368 0.0 -0.1 -0.1
H -4.0701 -2.3757 0.0331 0.1 -0.2 0.0
H 2.6300 -2.6083 -0.5281 0.0 0.0 -0.1
H -3.0034 -0.1452 4.5991 0.1 0.0 0.0
H 4.2400 0.1300 1.2057 0.0 0.0 0.0
H 5.7883 3.5587 -0.6454 0.0 0.0 0.0
H 2.0509 3.1149 -2.4931 0.0 0.0 0.0
H -0.8657 -0.3502 3.6011 0.0 -0.1 0.1
H 0.4937 -3.3310 2.3959 0.0 0.1 0.1
H -2.2900 1.8737 -3.4481 0.0 0.1 0.0
H 2.3768 -1.6480 2.3369 0.0 -0.1 0.1
H -2.5330 -0.4391 -3.6467 0.0 -0.1 0.0
H 5.7133 1.8872 0.9930 0.0 -0.1 0.0
H 0.1398 3.3057 -1.4853 0.1 0.0 0.0
H 3.8796 -1.7322 0.3347 0.0 0.0 0.0
H -1.6163 1.4707 -0.4976 -0.1 0.1 0.1
H -1.0341 -0.2623 -2.7530 0.1 0.0 -0.1
H 4.1482 4.0114 -2.2621 0.0 0.0 0.0
H -0.0055 2.2354 -2.8781 0.0 0.0 0.0
H -5.3758 -2.3294 1.9103 0.0 0.0 0.0
H 0.4733 -3.3235 0.6366 0.0 0.0 -0.1
```
Positions in Å, forces in eV/Å.

The orbital gap (alpha / beta) comes out at 6.4 / 6.4 eV. For the energy, the calculation gives -1192.147355 a.u. The energy relative to the best compared isomer or geometry (same formula, charge and spin) is 174.9 kJ/mol. The charge is 0. For the molar mass, the calculation gives 541.6 Da. As for the spin multiplicity: 1.

---

Molecular formula: H19O9
Method: DFT, ωB97M-V/def2-TZVPD

Structure (XYZ):
```
28
Properties=species:S:1:pos:R:3:forces:R:3
O -0.0316 -0.3657 0.3640 -0.2 -1.0 2.4
O 2.1394 -1.9617 2.0190 -2.9 -3.0 0.8
O 0.1154 0.3073 2.9910 -2.0 0.3 2.9
O -2.9006 -0.1147 0.1810 0.7 0.0 0.4
O 2.2774 0.6813 -1.1210 -1.0 -1.6 4.0
O -1.0716 2.3373 -2.4560 0.0 0.7 -3.5
O 0.8444 -3.3227 -0.1850 -1.5 -0.9 -0.6
O -0.9146 -0.4407 -2.7350 -8.6 6.2 -1.0
O -0.4626 2.3163 0.1360 2.6 -1.5 -1.8
H 1.5204 -2.2577 2.7810 2.1 1.3 -1.7
H -0.9806 2.7253 0.7360 -3.7 1.8 3.1
H 0.1654 -0.2007 1.3780 -0.7 0.1 -1.3
H -1.5466 -0.6557 -3.4950 1.2 0.4 1.7
H -0.3116 -1.0177 -2.8010 7.4 -7.0 -0.7
H 2.2214 1.1433 -1.8860 -0.5 2.5 -3.8
H -0.9146 -0.0567 0.0850 -0.8 0.1 0.1
H 1.2494 -2.9427 0.5820 1.1 0.6 0.1
H -0.0736 1.2443 3.3440 0.6 -2.0 -1.0
H -1.1036 2.2363 -1.5420 0.0 -0.8 2.1
H 0.2974 2.8823 0.2640 1.0 0.0 -0.8
H -0.3936 -0.2627 3.7000 1.5 1.4 -2.1
H -3.1686 0.7593 -0.1280 -0.3 -0.1 0.2
H -3.3026 -0.2877 1.0510 0.0 0.3 -0.6
H 2.9584 0.0563 -1.2710 1.2 -1.1 0.0
H 1.2674 -3.1377 -1.0220 0.6 0.2 0.4
H -1.1206 1.5073 -2.9610 0.1 0.4 1.0
H 0.6604 -0.0087 -0.1810 1.4 0.8 -1.1
H 2.5814 -1.1637 2.1720 0.8 1.8 1.1
```
Positions in Å, forces in eV/Å.

The orbital gap comes out at 9.9 eV. For the energy, the calculation gives -688.243021 a.u. The energy relative to the best compared isomer or geometry (same formula, charge and spin) is 351.0 kJ/mol. The charge is +1. For the molar mass, the calculation gives 163.1 Da. As for the spin multiplicity: 1.

---

Molecular formula: C13H52O13
Method: DFT, ωB97M-V/def2-TZVPD

Structure (XYZ):
```
78
Properties=species:S:1:pos:R:3:forces:R:3
O 9.1257 8.8876 13.2743 -0.2 0.5 0.0
O 14.3205 10.2283 12.4284 -0.2 0.3 1.2
O 12.2896 7.0893 9.7703 0.8 0.0 -1.0
O 6.2393 8.8341 9.5820 0.0 0.3 -0.8
O 10.5837 11.1294 9.2922 -0.2 -1.1 0.4
O 11.0968 7.4970 12.1706 1.0 -0.2 -0.3
O 8.0585 12.1127 9.1211 0.0 0.3 0.3
O 13.8962 8.6689 7.8634 0.5 -0.7 0.0
O 12.6914 13.0076 8.6328 0.6 -0.8 0.4
O 9.7961 7.3472 5.9905 1.1 0.0 0.4
O 9.9959 11.3981 13.6923 1.2 0.9 -0.4
O 11.0926 11.4464 4.8554 1.3 -0.6 0.4
O 7.2312 6.2842 10.0940 -0.4 0.3 0.0
C 10.3579 10.3469 5.4470 0.2 0.4 -0.1
C 7.9438 13.2579 9.9476 -1.2 0.4 0.2
C 10.5344 11.9924 12.4609 -0.4 -0.4 0.6
C 7.9585 8.7407 14.0591 -0.1 -0.9 -0.1
C 12.3591 5.6955 9.7546 -0.4 -0.9 -0.6
C 11.8883 13.3316 7.5456 -0.4 0.0 -2.2
C 13.9079 9.3753 11.3802 -0.2 0.2 -0.5
C 8.2669 6.4187 9.1390 0.2 1.0 0.0
C 6.1556 9.7194 10.7253 0.2 -0.8 -1.4
C 10.4014 9.7918 9.7852 -0.4 -0.1 0.8
C 10.8720 6.6855 6.7204 -1.6 0.4 0.8
C 11.5527 6.6919 13.2389 -0.1 -0.7 -0.8
C 13.5264 10.0032 7.7262 0.2 0.9 0.6
H 7.2026 9.4851 13.8623 -0.1 0.7 -0.1
H 6.5978 7.0253 10.0178 0.6 -0.2 -0.2
H 9.2310 6.5608 9.6653 -0.2 -0.6 -0.2
H 10.8579 13.0192 12.5790 -0.4 0.4 0.4
H 11.8530 7.2846 10.5843 -0.8 0.9 1.3
H 12.2459 5.9861 12.7808 -0.1 -0.3 0.2
H 9.4608 9.7763 13.4945 0.2 0.1 -0.3
H 12.1196 14.3099 7.0889 0.0 -0.2 0.3
H 14.1837 10.5724 7.0678 0.3 -0.5 -0.2
H 5.9490 9.2902 8.7630 0.3 -0.3 1.0
H 7.4829 7.7962 13.7793 0.3 -0.1 0.3
H 10.0188 9.6202 4.6840 0.4 0.3 0.5
H 12.0649 11.3313 5.0056 -1.4 -0.1 -0.3
H 12.5435 10.0370 7.2783 -0.5 0.5 0.2
H 12.9225 5.2539 10.5729 0.3 0.2 0.2
H 11.1734 5.8014 6.1828 0.5 -0.2 -0.2
H 9.3726 9.5044 9.6313 -0.6 0.3 0.1
H 11.5243 11.2915 9.2480 0.5 0.5 -0.2
H 13.2042 8.6034 11.6916 -0.1 0.2 0.0
H 10.4472 8.0728 12.5580 -1.2 0.7 0.1
H 12.1369 7.2532 13.9658 -0.3 0.1 0.4
H 6.8585 13.5328 10.0167 0.8 -0.4 -0.1
H 8.4374 14.1459 9.5281 0.2 -0.2 0.1
H 10.8252 13.2831 7.7373 -0.4 0.1 0.4
H 13.2406 8.2231 8.4253 0.2 0.0 0.1
H 8.2388 8.7720 15.1109 -0.3 -0.2 0.2
H 10.6669 6.1671 13.6344 0.7 0.1 0.4
H 5.0900 9.8263 10.8839 0.0 0.7 0.7
H 10.5107 6.4042 7.7232 0.0 -0.2 -0.4
H 10.9083 9.0119 9.2218 0.7 0.3 0.0
H 12.5889 13.6440 9.3319 -0.1 0.5 0.3
H 11.3478 5.2632 9.8001 0.2 -0.1 -0.1
H 9.7371 11.9156 11.7313 0.2 0.0 -0.1
H 14.3007 9.7722 13.2922 0.0 0.2 -0.9
H 13.4550 10.0016 10.5788 0.1 -0.4 0.7
H 10.6034 9.6995 10.8909 0.1 0.1 -1.2
H 8.2744 13.1007 10.9919 0.0 0.0 -0.5
H 9.5159 10.8203 5.9210 -0.7 0.0 0.0
H 12.8294 5.3941 8.8215 0.0 -0.1 -0.1
H 13.6173 10.5650 8.6847 -0.5 -0.3 -0.5
H 8.2551 5.5292 8.4912 0.3 0.3 0.1
H 11.6750 7.3744 6.9643 0.2 0.2 -0.7
H 6.7507 10.6054 10.5173 -0.5 0.4 0.1
H 9.0003 6.8447 6.1543 -0.2 -0.2 0.0
H 10.8748 9.8620 6.2877 0.1 -0.1 -0.6
H 6.6536 9.1875 11.5150 -0.1 -0.3 0.5
H 8.2086 7.3558 8.5251 -0.4 -0.8 0.3
H 12.0154 12.5874 6.7242 0.2 0.4 0.8
H 10.7033 11.5099 14.3496 -0.5 -0.2 -0.1
H 14.7780 8.9071 10.9526 0.3 -0.4 -0.4
H 11.4255 11.4810 12.1327 0.2 -0.6 -0.2
H 9.0034 11.8881 9.0439 -0.1 0.0 0.0
```
Positions in Å, forces in eV/Å.

The orbital gap comes out at 9.9 eV. For the energy, the calculation gives -1504.380501 a.u. The energy relative to the best compared isomer or geometry (same formula, charge and spin) is 168.1 kJ/mol. The charge is 0. For the molar mass, the calculation gives 416.5 Da. As for the spin multiplicity: 1.